Computed, not measured: a molecular structure, C29H46InN4O4S2SbTe, with ωB97M-V with the def2-TZVPD basis set.

Properties
total charge: +2
LUMO level: -0.22074 hartree
frontier orbital gap: 6.3 eV
multiplicity: 1
maximum force: 0.50 eV/Å

Geometry as XYZ:
```
88
Properties=species:S:1:pos:R:3:lowdin_charge:R:1
In -0.3771 0.5580 -0.1530 0.56
O 1.7710 -0.7391 -4.0328 0.19
C 1.4464 -0.3125 -2.8308 -0.43
O 0.3154 -0.2946 -2.3972 0.05
C 2.5958 0.1272 -2.0051 -0.16
C 3.9070 -0.0017 -2.4329 0.06
C 4.9210 0.3322 -1.5485 0.02
C 4.5777 0.7547 -0.2784 0.04
C 3.2306 0.8568 0.0463 -0.19
N 2.2462 0.5758 -0.8006 0.17
C 2.7676 1.3145 1.3878 -0.52
O 3.7523 1.6759 2.1911 0.15
O 1.5893 1.3819 1.6579 -0.06
H 0.9808 -1.0581 -4.4985 0.16
H 4.1180 -0.3677 -3.4270 0.14
H 5.9582 0.2482 -1.8427 0.13
H 5.3247 1.0016 0.4619 0.14
H 3.3982 1.9234 3.0596 0.15
C -0.6413 -4.0980 2.5111 -0.40
S -2.1108 -3.5826 1.6058 0.94
C -1.5808 -2.2243 0.6739 -1.04
S 0.0629 -1.6355 0.8616 0.59
N -2.5167 -1.7459 -0.1082 -0.05
N -2.1755 -0.6262 -0.7795 -0.12
C -2.8505 -0.2345 -1.7855 -0.05
C -2.4672 1.0383 -2.4176 -0.26
C -3.1915 1.5525 -3.4812 0.03
C -2.7970 2.7553 -4.0485 0.00
C -1.6883 3.4113 -3.5373 -0.01
C -1.0205 2.8404 -2.4671 -0.11
N -1.3999 1.6885 -1.9175 0.01
H -0.9486 -5.0028 3.0330 0.05
H 0.1739 -4.3401 1.8339 0.03
H -0.3290 -3.3500 3.2346 0.03
H -3.7027 -0.7986 -2.1530 0.15
H -4.0528 1.0142 -3.8534 0.13
H -3.3495 3.1735 -4.8791 0.13
H -1.3432 4.3470 -3.9531 0.12
H -0.1543 3.3236 -2.0300 0.12
C 3.8796 -3.0178 0.5306 -0.44
Te 3.2773 -2.0496 2.3320 1.17
C 5.2476 -1.8642 3.1232 -0.44
H 4.6861 -2.4570 0.0625 -0.01
H 3.0166 -3.0431 -0.1333 -0.01
H 4.2052 -4.0326 0.7384 0.01
H 5.6915 -2.8479 3.2460 0.01
H 5.1634 -1.3877 4.0974 0.00
H 5.8663 -1.2523 2.4716 0.00
C -1.8044 2.3252 4.8596 -0.09
C -1.4453 1.3523 3.7380 -0.67
C -2.5201 0.2753 3.5858 -0.10
C -0.1154 0.6747 4.0544 -0.11
Sb -1.3421 2.4240 1.8279 1.66
C -0.2674 4.3313 2.0634 -0.66
C 0.9796 4.1809 2.9302 -0.10
C 0.1349 4.7942 0.6638 -0.11
C -1.1770 5.3601 2.7359 -0.09
C -3.4134 2.9739 1.3195 -0.66
C -4.1781 3.4867 2.5391 -0.09
C -4.1213 1.7342 0.7743 -0.10
C -3.4002 4.0275 0.2109 -0.10
H -1.8639 1.7634 5.7963 0.10
H -2.7647 2.8163 4.7102 0.07
H -1.0389 3.0910 4.9944 0.07
H -2.5360 -0.3272 4.4988 0.11
H -2.3113 -0.4040 2.7536 0.06
H -3.5188 0.6907 3.4586 0.07
H -0.2205 0.1803 5.0248 0.10
H 0.7074 1.3845 4.1258 0.07
H 0.1490 -0.0829 3.3143 0.04
H 1.7294 3.5516 2.4638 0.05
H 0.7504 3.7907 3.9225 0.07
H 1.4171 5.1747 3.0636 0.10
H 0.7810 4.0596 0.1719 0.06
H 0.7026 5.7261 0.7425 0.10
H -0.7287 4.9868 0.0261 0.07
H -1.4085 5.0882 3.7666 0.08
H -2.1102 5.5300 2.2071 0.06
H -0.6428 6.3145 2.7608 0.10
H -4.3673 2.6938 3.2622 0.07
H -5.1537 3.8486 2.1998 0.10
H -3.6859 4.3121 3.0502 0.07
H -4.1134 0.8865 1.4576 0.07
H -3.6859 1.4172 -0.1712 0.04
H -5.1671 1.9924 0.5815 0.11
H -3.0229 4.9958 0.5322 0.07
H -4.4308 4.1819 -0.1234 0.10
H -2.8228 3.7009 -0.6573 0.06
```